Molecular formula: C21H22O4S
Method: DFT, ωB97M-V with the def2-TZVPD basis set

Bonds (Å) are listed after each position.
Cartesian coordinates (Å):
1 O -1.50 -4.63 -0.94  C2 1.233
2 C -1.49 -3.74 -1.79  O1 1.233, O3 1.316, C4 1.630
3 O -0.51 -3.68 -2.67  C2 1.316, H27 1.003
4 C -2.56 -2.51 -1.66  C2 1.630, C5 1.547, C23 1.488, C26 1.497
5 C -1.88 -1.47 -0.75  C4 1.547, C6 1.418, C10 1.422
6 C -1.91 -1.49 0.67  C5 1.418, C7 1.421, H28 1.040
7 C -1.24 -0.61 1.56  C6 1.421, C8 1.417, H29 1.110
8 C -0.48 0.43 0.97  C7 1.417, C9 1.403, C21 1.438
9 C -0.46 0.59 -0.43  C8 1.403, C10 1.438, O11 1.370
10 C -1.14 -0.37 -1.26  C5 1.422, C9 1.438, H30 1.094
11 O 0.18 1.62 -1.07  C9 1.370, C12 1.363
12 C 1.07 2.41 -0.41  O11 1.363, C13 1.550, H31 1.016, H32 1.099
13 C 1.45 1.89 1.00  C12 1.550, S14 1.889, C21 1.553, H33 1.036
14 S 2.81 0.58 0.98  C13 1.889, C15 1.765
15 C 4.09 1.57 1.69  S14 1.765, C16 1.461, C20 1.393
16 C 5.34 1.60 0.93  C15 1.461, C17 1.331, H34 1.067
17 C 6.37 2.34 1.33  C16 1.331, C18 1.334, H35 1.111
18 C 6.32 3.11 2.41  C17 1.334, C19 1.501, H36 1.057
19 C 5.03 3.14 3.19  C18 1.501, C20 1.363, H37 1.128
20 C 3.99 2.33 2.85  C15 1.393, C19 1.363, H38 1.020
21 C 0.22 1.37 1.80  C8 1.438, C13 1.553, O22 1.407, H39 1.017
22 O -0.76 2.32 2.11  C21 1.407, H40 1.002
23 C -3.81 -2.93 -0.97  C4 1.488, C24 1.578, H41 1.085, H42 1.058
24 C -4.93 -1.92 -1.44  C23 1.578, C25 1.530, H43 1.120, H44 1.120
25 C -4.27 -1.06 -2.52  C24 1.530, C26 1.474, H45 1.102, H46 1.063
26 C -3.12 -1.90 -2.91  C4 1.497, C25 1.474, H47 1.046, H48 1.097
27 H -0.08 -4.55 -2.42  O3 1.003
28 H -2.41 -2.30 1.08  C6 1.040
29 H -1.40 -0.69 2.66  C7 1.110
30 H -0.98 -0.41 -2.34  C10 1.094
31 H 1.84 2.42 -1.09  C12 1.016
32 H 0.70 3.44 -0.42  C12 1.099
33 H 1.87 2.73 1.42  C13 1.036
34 H 5.44 0.91 0.12  C16 1.067
35 H 7.36 2.14 0.87  C17 1.111
36 H 7.19 3.69 2.56  C18 1.057
37 H 4.95 3.81 4.09  C19 1.128
38 H 3.14 2.39 3.41  C20 1.020
39 H 0.54 0.85 2.61  C21 1.017
40 H -1.24 2.36 1.23  O22 1.002
41 H -3.98 -3.87 -1.47  C23 1.085
42 H -3.76 -3.28 0.03  C23 1.058
43 H -5.32 -1.25 -0.63  C24 1.120
44 H -5.77 -2.49 -1.92  C24 1.120
45 H -3.90 -0.11 -2.10  C25 1.102
46 H -4.92 -0.89 -3.35  C25 1.063
47 H -2.49 -1.23 -3.42  C26 1.046
48 H -3.53 -2.65 -3.59  C26 1.097

Structure (SMILES): O=C(O)C1(c2ccc3c(c2)OC[C@H](Sc2ccccc2)[C@H]3O)CCCC1
Calculated total energy: -1512.4725 hartree
Total charge: 0